A gas-phase ion, C17H18F3N2O2 (charge +1), computed with ωB97M-V with the def2-TZVPD basis set.

The geometry in XYZ format:
```
42
Properties=species:S:1:pos:R:3:nbo_charge:R:1
C -0.126 -0.278 -4.165 -0.2561
O 0.391 0.719 -3.299 -0.5612
C 1.757 0.859 -3.181 0.3701
C 2.685 0.018 -3.777 -0.3029
C 4.039 0.229 -3.577 -0.1565
C 4.480 1.271 -2.781 -0.2193
C 3.557 2.111 -2.184 -0.1648
C 2.197 1.923 -2.377 -0.1583
C 1.189 2.864 -1.770 -0.2362
N 0.135 2.095 -1.062 -0.5169
C 0.583 1.384 0.147 -0.3274
C -0.669 0.684 0.734 0.6652
O -1.734 0.877 0.191 -0.6099
N -0.417 -0.074 1.811 -0.5746
C -1.328 -0.835 2.574 0.1289
C -2.685 -0.900 2.279 -0.1867
C -3.520 -1.672 3.067 -0.1718
C -3.003 -2.373 4.147 -0.1467
C -3.899 -3.245 4.986 0.9732
F -3.845 -4.529 4.586 -0.3194
F -3.550 -3.235 6.279 -0.3169
F -5.184 -2.878 4.922 -0.3153
C -1.647 -2.311 4.444 -0.1457
C -0.813 -1.541 3.658 -0.2399
H -1.207 -0.157 -4.135 0.2156
H 0.226 -0.132 -5.187 0.1995
H 0.138 -1.280 -3.818 0.1916
H 2.364 -0.800 -4.401 0.2363
H 4.750 -0.429 -4.052 0.2349
H 5.535 1.432 -2.629 0.2349
H 3.894 2.934 -1.571 0.2219
H 1.674 3.553 -1.076 0.2319
H 0.704 3.444 -2.560 0.2433
H -0.197 1.395 -1.766 0.4808
H -0.682 2.666 -0.811 0.4540
H 1.357 0.662 -0.120 0.2509
H 0.991 2.100 0.866 0.2406
H 0.536 -0.125 2.147 0.4091
H -3.090 -0.355 1.444 0.2443
H -4.573 -1.724 2.843 0.2429
H -1.252 -2.857 5.286 0.2419
H 0.241 -1.490 3.889 0.2147
```

net charge	+1
frontier orbital gap	0.3383	Ha
E	-33143.7486	eV
SMILES	COc1ccccc1C[NH2+]CC(=O)Nc1ccc(C(F)(F)F)cc1
E_HOMO	-11.890	eV